Molecular formula: C27H31BrF4P2TeZr
Method: DFT, wB97M-V/def2-TZVPD

Geometry (Å):
Zr: -1.032 1.356 0.907
F: -1.640 -5.766 0.614
C: -1.697 -4.527 0.185
C: -1.589 -4.251 -1.168
F: -1.426 -5.232 -2.027
C: -1.646 -2.938 -1.607
F: -1.523 -2.723 -2.911
C: -1.801 -1.874 -0.729
P: -1.830 -0.139 -1.307
C: -3.339 0.154 -2.230
C: -4.406 0.744 -1.547
C: -5.603 0.963 -2.209
C: -5.728 0.609 -3.545
C: -4.661 0.037 -4.228
C: -3.460 -0.194 -3.576
C: -0.405 0.036 -2.412
C: 0.721 -0.778 -2.308
C: 1.849 -0.496 -3.067
C: 1.859 0.597 -3.925
C: 0.738 1.412 -4.029
C: -0.393 1.138 -3.272
C: -1.919 -2.196 0.625
Br: -2.317 -0.845 1.926
C: -1.868 -3.489 1.088
F: -1.984 -3.761 2.380
H: -4.297 1.033 -0.509
H: -6.434 1.418 -1.687
H: -6.662 0.787 -4.062
H: -4.761 -0.226 -5.273
H: -2.625 -0.630 -4.109
H: 0.716 -1.645 -1.657
H: 2.713 -1.145 -3.005
H: 2.735 0.804 -4.525
H: 0.738 2.253 -4.709
H: -1.273 1.765 -3.368
C: 3.770 -0.401 1.146
C: 2.266 -0.669 1.193
C: 1.926 -2.048 1.772
P: 1.235 0.574 2.072
C: 1.479 0.532 3.893
C: 2.929 0.523 4.375
C: 0.647 1.636 4.554
C: 1.547 2.267 1.354
C: 2.746 3.048 1.896
C: 1.571 2.213 -0.184
H: 4.251 -1.228 0.618
H: 4.217 -0.342 2.135
H: 4.013 0.514 0.609
H: 1.882 -0.625 0.168
H: 2.306 -2.159 2.789
H: 2.394 -2.825 1.166
H: 0.849 -2.234 1.791
H: 1.022 -0.430 4.149
H: 3.479 1.406 4.050
H: 3.465 -0.365 4.047
H: 2.932 0.517 5.466
H: 1.040 2.628 4.330
H: 0.691 1.508 5.636
H: -0.400 1.600 4.254
H: 0.655 2.859 1.674
H: 3.672 2.505 1.715
H: 2.654 3.229 2.964
H: 2.814 4.016 1.397
H: 2.454 1.689 -0.547
H: 1.577 3.224 -0.591
H: 0.737 1.678 -0.683
Te: -2.573 2.910 2.067

The calculation puts the molar mass at 792.21 g/mol. The HOMO-LUMO gap is 6.978 eV. The value obtained for the HOMO energy is -14.34 eV. Its total charge is +2. As for the maximum force: 0.0268 hartree/bohr. The spin multiplicity is 1. The LUMO energy is -7.4 eV.